[1]
Entry from the Open Molecules 2025 dataset: a structure of composition C11H9O3 at a distorted geometry (wB97M-V/def2-TZVPD).

Results
E (hartree): -650.1339
Multiplicity: 3
Highest occupied orbital energy (alpha / beta) (eV): -0.4 / -4.5
Net charge: -1
Orbital gap (alpha / beta) (eV): 4.11 / 7.00

Element x y z (Å)
C -0.935 -0.968 -0.019
C -2.145 -1.619 0.062
C 2.656 -0.706 -0.059
C 2.235 -0.202 -1.328
C 2.305 -0.159 1.126
C 1.232 0.690 -1.358
C -0.770 0.412 -0.132
C -2.480 1.321 -0.343
C -3.422 -1.042 0.126
C 1.287 0.874 1.222
C 0.529 1.128 -0.085
O -2.363 2.503 -0.447
O -4.520 -1.483 0.222
O -3.470 0.560 -0.156
H -0.004 -1.512 -0.143
H -2.368 -2.708 0.023
H 3.482 -1.416 0.086
H 2.565 -0.628 -2.178
H 2.763 -0.524 2.004
H 0.779 1.002 -2.249
H 0.501 0.464 1.926
H 1.671 1.768 1.697
H 0.471 2.245 0.003

=====

[2]
Entry from the Open Molecules 2025 dataset: the molecule C19H28N2O2 at a distorted geometry (wB97M-V/def2-TZVPD).

Results
E (hartree): -1000.7794
Relative energy (zero: lowest compared OMol25 entry of this formula, charge and spin) (kcal per mole): 43.7
Structure (SMILES): Cc1ccc(C(C)C)c(OCC(=O)N/N=C/C2CCCCC2)c1
Highest occupied orbital energy (eV): -8.4
Orbital gap (eV): 9.16

Element x y z (Å)
C 0.558 3.576 -2.520
C 0.921 2.808 -1.286
C 0.888 3.391 -0.032
C 1.256 2.654 1.082
C 1.637 1.325 0.996
C 1.637 0.723 -0.274
C 1.304 1.476 -1.391
H 1.348 1.038 -2.377
O 1.983 -0.598 -0.335
C 1.787 -1.320 -1.530
C 1.522 -2.774 -1.148
O 2.258 -3.700 -1.391
N 0.341 -2.949 -0.492
N -0.508 -1.926 -0.278
C -1.549 -2.085 0.418
C -2.491 -0.953 0.656
C -2.012 0.343 0.006
C -2.991 1.477 0.288
H -2.639 2.391 -0.195
H -3.031 1.664 1.364
C -4.386 1.119 -0.217
H -4.357 0.994 -1.302
H -5.085 1.927 0.009
C -4.869 -0.177 0.427
C -3.893 -1.315 0.144
H -4.241 -2.233 0.623
H -3.843 -1.493 -0.933
H -5.858 -0.438 0.044
H -4.955 -0.035 1.507
H -1.927 0.189 -1.071
H -1.021 0.599 0.381
H -2.559 -0.807 1.742
H -1.810 -3.050 0.870
H 0.127 -3.885 -0.138
H 0.909 -0.957 -2.075
H 2.680 -1.273 -2.166
C 2.048 0.590 2.250
C 3.493 0.099 2.154
H 3.800 -0.348 3.097
H 3.588 -0.646 1.369
H 4.160 0.929 1.931
C 1.101 -0.569 2.563
H 1.153 -1.316 1.778
H 0.075 -0.212 2.638
H 1.378 -1.033 3.507
H 1.989 1.305 3.080
H 1.243 3.129 2.052
H 0.590 4.422 0.080
H -0.304 3.123 -3.011
H 0.315 4.607 -2.278
H 1.385 3.571 -3.229

=====

[3]
Entry from the Open Molecules 2025 dataset: a cluster of 11 separate species, C33H77N11O11 in total at a distorted geometry (wB97M-V/def2-TZVPD).

Results
E (hartree): -2733.5597
Relative energy (zero: lowest compared OMol25 entry of this formula, charge and spin) (kcal per mole): 72.3
Multiplicity: 2
Highest occupied orbital energy (alpha / beta) (eV): 0.7 / -7.2
Net charge: -1
Orbital gap (alpha / beta) (eV): 1.31 / 9.14

Element x y z (Å)
C -4.987 0.128 3.407
C -4.526 -0.519 2.128
O -4.449 0.082 1.073
N -4.270 -1.807 2.171
C -3.765 -2.562 1.050
H -6.011 -0.111 3.693
H -5.129 1.208 3.375
H -4.251 0.089 4.211
H -4.577 -2.248 3.025
H -3.650 -1.917 0.180
H -4.476 -3.309 0.696
H -2.808 -3.055 1.221
C 2.681 -6.330 -4.779
C 3.155 -5.343 -3.672
O 3.302 -5.856 -2.589
N 3.317 -4.100 -3.992
C 3.411 -3.084 -2.979
H 3.208 -6.293 -5.732
H 1.609 -6.274 -4.966
H 2.785 -7.371 -4.473
H 3.341 -3.842 -4.968
H 3.557 -2.057 -3.314
H 4.235 -3.189 -2.274
H 2.467 -3.197 -2.446
C -5.207 3.686 1.060
C -3.749 3.933 1.260
O -3.344 5.038 1.480
N -2.977 2.887 1.266
C -1.660 2.868 1.778
H -5.732 4.455 1.626
H -5.564 2.677 1.265
H -5.579 3.985 0.080
H -3.382 2.021 0.940
H -1.248 3.860 1.967
H -1.099 2.521 0.910
H -1.491 2.294 2.689
C -2.555 -8.025 -0.095
C -2.128 -6.676 -0.535
O -0.998 -6.283 -0.301
N -3.051 -5.871 -1.105
C -2.861 -4.545 -1.517
H -3.001 -7.964 0.897
H -1.764 -8.769 0.003
H -3.195 -8.415 -0.887
H -3.998 -6.221 -1.073
H -3.706 -3.883 -1.325
H -2.848 -4.508 -2.606
H -1.981 -4.107 -1.047
C -3.133 -0.993 -6.448
C -2.225 -1.467 -5.344
O -2.617 -1.414 -4.131
N -1.095 -1.931 -5.689
C -0.044 -2.378 -4.741
H -3.783 -0.169 -6.152
H -3.822 -1.835 -6.515
H -2.688 -0.891 -7.437
H -0.898 -2.135 -6.659
H 0.807 -2.811 -5.266
H -0.372 -3.069 -3.964
H 0.385 -1.620 -4.084
C -0.919 7.179 0.039
C -0.986 5.866 -0.719
O -0.317 4.899 -0.355
N -1.751 5.799 -1.891
C -1.958 4.587 -2.736
H -1.724 7.327 0.759
H -0.771 8.026 -0.632
H -0.153 7.187 0.814
H -2.380 6.581 -2.009
H -1.531 4.625 -3.738
H -3.008 4.443 -2.993
H -1.596 3.680 -2.252
C 1.230 1.743 -1.420
C 1.117 0.216 -1.461
O 1.711 -0.373 -2.304
N 0.329 -0.403 -0.612
C 0.290 -1.919 -0.488
H 1.269 2.090 -0.387
H 0.449 2.294 -1.944
H 2.255 2.022 -1.664
H -0.397 0.025 -0.055
H 1.261 -2.382 -0.668
H -0.262 -2.136 -1.403
H -0.198 -2.259 0.425
C 4.454 3.472 -0.475
C 4.808 4.724 0.275
O 5.623 4.739 1.202
N 4.073 5.775 -0.125
C 4.423 7.118 0.399
H 5.388 2.986 -0.756
H 3.881 3.515 -1.401
H 3.862 2.882 0.225
H 3.171 5.726 -0.576
H 3.482 7.416 0.862
H 4.825 7.784 -0.365
H 5.246 7.002 1.104
C 3.737 -1.987 0.880
C 5.071 -1.915 1.621
O 5.915 -2.850 1.434
N 5.391 -0.868 2.411
C 6.698 -0.681 3.079
H 2.924 -2.530 1.361
H 3.830 -2.228 -0.178
H 3.269 -1.006 0.963
H 4.567 -0.609 2.935
H 7.111 -1.667 3.294
H 6.628 -0.161 4.035
H 7.367 -0.149 2.403
C -2.704 -5.521 2.784
C -1.518 -4.773 3.515
O -1.627 -4.109 4.547
N -0.428 -4.670 2.745
C 0.795 -3.805 3.008
H -2.703 -6.537 3.179
H -2.450 -5.465 1.725
H -3.649 -5.001 2.940
H -0.453 -5.271 1.934
H 1.678 -4.296 2.600
H 0.948 -3.691 4.082
H 0.826 -2.853 2.478
C 1.447 4.745 2.284
C 0.902 4.894 3.704
O 0.254 4.049 4.287
N 1.082 6.143 4.214
C 0.528 6.524 5.495
H 2.502 4.540 2.462
H 1.388 5.641 1.666
H 1.020 3.866 1.800
H 1.655 6.885 3.836
H -0.557 6.566 5.398
H 0.951 7.469 5.838
H 0.837 5.773 6.222

=====

[4]
Entry from the Open Molecules 2025 dataset: the molecule C5H8O2 (wB97M-V/def2-TZVPD).

Results
E (hartree): -345.5367
Relative energy (zero: lowest compared OMol25 entry of this formula, charge and spin) (kcal per mole): 168.3
Highest occupied orbital energy (alpha / beta) (eV): -7.2 / -7.1
Orbital gap (alpha / beta) (eV): 8.10 / 7.94

Element x y z (Å)
C -1.261 -0.047 0.496
C -0.993 0.254 -0.935
O -0.091 1.126 -1.297
C 0.765 1.778 -0.551
C 1.589 -1.000 0.066
O 0.693 -1.554 0.846
C -0.554 -1.250 1.038
H -1.065 0.838 1.124
H -2.332 -0.251 0.618
H -1.449 -0.272 -1.762
H 0.628 1.824 0.521
H 1.355 2.500 -1.095
H 1.225 -0.487 -0.800
H 2.555 -1.486 0.075
H -1.065 -1.973 1.655

=====

[5]
Entry from the Open Molecules 2025 dataset: a cluster of 35 separate species, C4H79ClN3O34 in total at a distorted geometry (wB97M-V/def2-TZVPD).

Results
E (hartree): -3382.1693
Highest occupied orbital energy (eV): -11.6
Net charge: +1
Orbital gap (eV): 8.37

Element x y z (Å)
C 3.789 3.085 1.221
C 2.510 2.807 0.303
Cl 2.047 4.415 -0.462
C 1.397 2.271 1.252
N 0.252 1.620 0.562
C -0.664 2.559 -0.019
N -1.185 2.258 -1.324
N -1.106 3.638 0.536
H 4.093 4.149 1.125
H 4.612 2.413 0.895
H 3.510 2.934 2.297
H 2.829 2.055 -0.457
H 1.867 1.475 1.883
H 1.059 3.049 1.993
H -0.302 1.140 1.296
H -0.525 1.624 -1.786
H -2.006 1.666 -1.131
H -1.847 4.185 0.075
H -0.823 3.967 1.462
O 1.562 1.054 4.073
H 1.233 1.670 4.744
H 1.300 0.188 4.404
O -0.968 6.396 1.603
H -0.261 6.184 0.986
H -1.502 7.043 1.128
O -0.977 -0.614 1.884
H -1.500 -0.690 1.072
H -0.700 -1.517 2.071
O 2.756 -1.035 0.611
H 2.700 -1.339 -0.308
H 1.992 -0.454 0.713
O 3.916 -3.240 -1.330
H 3.835 -4.209 -1.327
H 4.302 -3.038 -0.471
O 6.589 -3.156 -2.656
H 7.020 -3.144 -1.795
H 5.698 -2.826 -2.469
O 1.437 -3.706 -0.014
H 0.531 -3.398 -0.125
H 1.869 -3.015 0.500
O -1.392 5.162 4.451
H -1.014 5.945 4.036
H -2.016 5.513 5.093
O -3.227 6.082 -0.805
H -3.287 5.778 -1.717
H -3.987 6.667 -0.702
O -3.805 -0.539 0.304
H -4.137 0.087 0.957
H -4.070 -1.402 0.653
O 0.558 7.872 -0.396
H 1.340 7.379 -0.123
H 0.791 8.789 -0.219
O 5.286 -3.967 -5.173
H 5.195 -4.929 -5.179
H 5.639 -3.762 -4.297
O 3.623 -6.084 -5.957
H 3.653 -6.340 -6.887
H 2.841 -5.521 -5.897
O 5.102 -5.698 -0.994
H 6.016 -5.899 -1.233
H 4.614 -6.486 -1.256
O 5.639 -2.178 1.376
H 4.732 -1.866 1.284
H 6.077 -1.475 1.869
O 5.732 -5.397 -8.426
H 5.447 -5.135 -7.541
H 6.558 -5.867 -8.276
O 3.593 1.956 6.135
H 3.070 1.888 5.328
H 3.880 1.054 6.308
O 8.195 -5.686 -2.853
H 8.943 -5.873 -3.431
H 7.682 -5.028 -3.339
O 0.702 -4.692 -5.060
H 1.100 -4.688 -4.183
H -0.202 -4.384 -4.928
O 5.036 -2.291 4.429
H 4.630 -2.798 5.139
H 5.123 -2.924 3.705
O -6.534 -0.605 -0.073
H -5.825 -0.828 -0.679
H -7.074 0.027 -0.565
O -9.486 0.058 1.316
H -8.583 -0.176 1.072
H -10.000 -0.739 1.119
O 10.389 -3.880 -2.996
H 10.824 -3.871 -2.138
H 9.505 -3.550 -2.813
O -11.807 -1.633 1.293
H -12.134 -1.005 1.945
H -12.075 -2.491 1.639
O 6.343 -1.843 -7.173
H 5.884 -2.385 -6.519
H 6.490 -2.444 -7.910
O -10.582 -2.892 3.394
H -9.811 -3.383 3.692
H -10.348 -1.971 3.551
O -8.732 -0.522 -1.867
H -8.913 -1.070 -2.635
H -9.586 -0.112 -1.662
O -11.323 0.967 -1.742
H -11.559 0.898 -0.809
H -11.452 1.897 -1.949
O -4.498 6.404 2.095
H -3.599 6.174 1.837
H -5.011 5.611 1.890
O -6.830 5.096 0.678
H -6.891 4.791 -0.232
H -7.587 5.682 0.781
O -3.470 -3.289 -0.393
H -3.578 -4.192 -0.706
H -3.896 -2.752 -1.068
O 1.520 4.306 6.404
H 2.306 3.824 6.685
H 1.743 5.225 6.572
O 3.204 5.233 8.419
H 3.004 5.548 9.306
H 4.037 4.760 8.520
O -2.330 -4.031 -4.477
H -2.579 -4.930 -4.235
H -3.152 -3.631 -4.776